Entry 1:
The following is a quantum chemistry calculation of 2 unconnected molecules or ions with the total composition C10H11N2 in a non-equilibrium geometry, from the OMol25 dataset.

Summary:
charge	+1
spin multiplicity	1
orbital gap	7.91	eV
ΔE to the lowest compared entry with this formula, charge and spin	6.0827	eV
highest occupied orbital energy	-13.005	eV

Atoms and positions in Å:
C 3.21313 -0.77425 1.14122
C 1.98753 2.02946 -1.64784
C 2.29423 -0.19879 0.61608
C 1.42014 1.35640 -0.82355
C -1.25115 0.60854 2.26920
C -0.15661 1.48032 2.35328
C -1.45475 0.02999 1.01175
C 0.87975 1.52851 1.50565
C -0.36246 -0.09110 0.09181
C 1.04706 0.53253 0.33462
N -0.42921 -0.75042 -1.05936
N -2.26689 -1.95614 -2.49603
H 3.97007 -1.48572 1.34609
H 2.54055 2.26099 -2.57047
H -2.09758 0.37245 2.98291
H -0.16449 2.17525 3.21993
H -2.34378 -0.66524 0.65627
H 1.70375 2.33203 1.71554
H -1.25380 -1.34551 -1.38905
H 0.44782 -0.96818 -1.57088
H -2.00522 -2.83294 -3.00985
H -2.93523 -1.33790 -3.00158
H -2.78286 -2.30029 -1.67574

Forces on atoms 1 to 6 (eV/Å):
C -0.728 -0.131 -1.066
C 0.157 -0.979 -1.024
C -0.800 -1.257 1.216
C 0.349 0.864 -0.734
C -2.858 -2.341 -3.038
C 1.175 1.769 2.126


Entry 2:
The following is a quantum chemistry calculation of C2H5ClN2O in the gas phase in a non-equilibrium geometry, from the OMol25 dataset.

Summary:
spin multiplicity	1
orbital gap	9.45	eV
ΔE to the lowest compared entry with this formula, charge and spin	2.2081	eV
highest occupied orbital energy	-8.649	eV
structure (SMILES)	O[C@H]1NN[C@@H]1Cl

Atoms and positions in Å:
O 1.23985 1.53825 0.00855
C 0.26775 0.65563 -0.48587
N 0.71925 -0.80515 -0.58709
N -0.43068 -1.28069 0.15449
C -0.77279 0.10631 0.53366
Cl -2.52850 0.41521 0.03473
H 1.50801 1.01602 0.83236
H -0.28156 1.13698 -1.42109
H 0.98870 -1.20476 -1.54165
H -0.30149 -1.93304 0.93242
H -0.40853 0.35524 1.53950

Forces on atoms 1 to 6 (eV/Å):
O -0.430 -2.034 1.399
C -1.283 -0.659 -1.754
N 1.750 1.217 -0.780
N -1.149 0.819 -0.594
C -0.015 -1.124 -1.207
Cl 1.255 0.255 1.052